{"formula": "C21H45CaO4SSi", "method": "ωB97M-V/def2-TZVPD", "e_tot_ev": -67854.125, "homo_ev": -1.300, "orbital_gap_ev": 3.92, "total_charge": -1, "symbols": ["Ca", "C", "C", "C", "C", "O", "Si", "S", "O", "C", "C", "C", "C", "O", "C", "C", "C", "C", "H", "H", "H", "H", "H", "H", "H", "H", "H", "H", "H", "H", "H", "H", "H", "H", "H", "H", "H", "H", "H", "H", "H", "H", "H", "H", "H", "C", "C", "C", "O", "C", "H", "H", "H", "H", "H", "H", "H", "H", "C", "C", "C", "C", "C", "H", "H", "H", "H", "H", "H", "H", "H", "H", "H"], "coordinates": [[-0.6781, 0.6656, -0.5700], [-1.9170, -3.2720, -3.1700], [-1.0735, -2.0180, -2.9714], [-1.6959, -0.8537, -3.7170], [0.3610, -2.2444, -3.4266], [-1.0458, -1.6409, -1.5602], [-0.9617, -2.6418, -0.2162], [-0.4840, -1.4516, 1.3641], [-2.3942, -3.4813, -0.0943], [-3.6693, -3.0982, 0.4166], [-4.6752, -4.0451, -0.2267], [-3.6697, -3.2749, 1.9305], [-4.0044, -1.6551, 0.0462], [0.0936, -3.8338, -0.6573], [0.3992, -5.0813, -0.0316], [1.8739, -5.3343, -0.3076], [0.1453, -5.0354, 1.4718], [-0.4634, -6.1552, -0.6840], [-1.9330, -3.5266, -4.2328], [-2.9419, -3.1006, -2.8388], [-1.5150, -4.1184, -2.6146], [-1.7338, -1.0719, -4.7885], [-1.1213, 0.0607, -3.5592], [-2.7164, -0.6825, -3.3667], [0.3733, -2.5128, -4.4864], [0.8216, -3.0467, -2.8501], [0.9389, -1.3284, -3.2927], [-4.4033, -5.0795, -0.0057], [-4.6785, -3.9162, -1.3106], [-5.6824, -3.8578, 0.1530], [-3.4992, -4.3251, 2.1813], [-4.6290, -2.9684, 2.3558], [-2.8741, -2.6743, 2.3727], [-3.8912, -1.5043, -1.0288], [-3.3409, -0.9691, 0.5764], [-5.0347, -1.4235, 0.3252], [2.4799, -4.5614, 0.1675], [2.0590, -5.3035, -1.3831], [2.1812, -6.3106, 0.0754], [0.6948, -4.2118, 1.9279], [0.4650, -5.9757, 1.9291], [-0.9161, -4.8914, 1.6816], [-0.2565, -6.2026, -1.7556], [-1.5183, -5.9154, -0.5444], [-0.2581, -7.1353, -0.2452], [1.8777, 3.4285, 0.7474], [2.5810, 2.4199, 1.6544], [1.5119, 1.3467, 1.8475], [0.2333, 1.9722, 1.5775], [0.4561, 3.3545, 1.2635], [1.8746, 3.0531, -0.2729], [2.2979, 4.4326, 0.8057], [2.8576, 2.8749, 2.6085], [3.4772, 2.0025, 1.1969], [1.4859, 0.9450, 2.8606], [1.6402, 0.5184, 1.1524], [0.3261, 3.9537, 2.1744], [-0.2860, 3.6609, 0.5286], [2.7311, 2.5174, -3.0826], [1.1927, 2.5960, -3.0422], [0.6913, 2.2606, -4.4616], [0.7921, 4.0542, -2.7708], [0.6310, 1.6886, -1.9709], [3.1546, 3.1794, -3.8446], [3.0468, 1.4928, -3.3011], [3.1588, 2.7878, -2.1134], [1.1186, 2.9273, -5.2241], [-0.3962, 2.3426, -4.4954], [0.9581, 1.2313, -4.7245], [1.2399, 4.7421, -3.4982], [1.1058, 4.3644, -1.7711], [-0.2937, 4.1513, -2.8219], [0.8984, 0.6339, -2.2730]], "forces_ev_per_angstrom": [[0.29, -0.26, 0.48], [0.01, -0.05, -0.03], [0.03, -0.08, 0.21], [-0.07, 0.03, -0.08], [0.04, 0.01, -0.05], [-0.09, 0.04, -0.14], [-0.09, -0.22, -0.06], [-0.08, 0.01, 0.07], [-0.01, 0.00, 0.00], [0.09, 0.00, -0.02], [-0.02, -0.04, -0.03], [-0.01, -0.02, 0.06], [-0.01, 0.01, 0.01], [0.00, 0.09, 0.08], [-0.08, 0.13, 0.00], [0.07, -0.02, -0.02], [0.02, -0.04, 0.03], [-0.03, -0.06, -0.02], [0.00, 0.02, 0.02], [-0.01, 0.00, 0.00], [0.01, 0.00, -0.01], [0.01, 0.01, 0.05], [0.07, 0.07, 0.03], [-0.06, -0.01, 0.01], [0.01, 0.01, 0.01], [-0.03, 0.02, -0.01], [0.00, -0.01, 0.01], [0.00, 0.03, 0.00], [0.00, 0.00, 0.01], [0.01, 0.00, 0.00], [0.01, 0.03, 0.00], [0.00, -0.01, -0.01], [-0.01, 0.00, -0.01], [0.00, 0.00, -0.01], [0.01, -0.01, -0.01], [0.00, 0.00, 0.00], [-0.01, 0.00, -0.01], [0.00, -0.01, 0.02], [-0.01, 0.01, 0.00], [0.00, -0.01, -0.01], [-0.01, 0.01, -0.01], [0.01, 0.01, -0.01], [0.00, 0.00, 0.01], [0.01, 0.00, 0.01], [0.00, 0.01, -0.01], [0.03, 0.02, 0.25], [-0.06, 0.01, -0.03], [-0.03, 0.04, 0.08], [-0.01, -0.07, -0.27], [0.02, 0.08, 0.09], [-0.01, -0.08, -0.17], [0.01, 0.04, -0.01], [0.00, -0.01, 0.03], [0.02, 0.00, -0.01], [-0.02, -0.04, 0.04], [0.02, 0.01, -0.03], [-0.03, -0.01, 0.03], [-0.02, -0.01, -0.12], [0.08, 0.00, 0.04], [0.12, 0.07, 0.04], [0.03, -0.11, 0.02], [0.07, -0.03, 0.06], [-0.22, 0.17, -0.35], [0.13, 0.10, -0.14], [-0.04, 0.03, 0.00], [-0.04, 0.01, -0.02], [0.02, 0.02, -0.02], [-0.04, 0.00, 0.01], [0.00, 0.02, 0.02], [0.01, 0.01, -0.03], [0.01, 0.01, -0.02], [-0.06, -0.01, 0.01], [-0.05, 0.00, -0.07]], "lowdin_charge": [1.010, -0.029, -0.618, -0.043, -0.019, -0.289, -0.203, 0.301, -0.169, -0.660, -0.035, -0.043, -0.041, -0.161, -0.651, -0.034, -0.050, -0.033, 0.090, 0.074, 0.068, 0.090, 0.042, 0.079, 0.088, 0.075, 0.073, 0.083, 0.076, 0.083, 0.083, 0.083, 0.046, 0.078, 0.053, 0.086, 0.090, 0.083, 0.082, 0.066, 0.086, 0.071, 0.084, 0.077, 0.083, -0.192, -0.160, -0.228, -0.259, -0.215, 0.050, 0.112, 0.102, 0.108, 0.112, 0.068, 0.114, 0.105, -0.109, -0.777, -0.117, -0.109, -0.366, 0.057, 0.065, 0.057, 0.060, 0.059, 0.063, 0.065, 0.050, 0.059, -0.077]}